{"formula": "C39H27F5N11O6RbS3", "method": "ωB97M-V with the def2-TZVPD basis set", "orbital_gap_ha": 0.205, "e_homo_ev": -2.83, "charge": -2, "e_above_lowest_kj_mol": 38.0, "total_energy_ha": -4274.1089, "symbols": ["H", "F", "H", "S", "H", "C", "F", "C", "C", "H", "H", "O", "N", "C", "H", "S", "C", "F", "H", "C", "H", "C", "H", "O", "O", "C", "H", "H", "C", "H", "C", "C", "H", "C", "C", "C", "C", "N", "H", "C", "O", "H", "N", "C", "N", "C", "C", "N", "C", "N", "Rb", "C", "O", "C", "C", "C", "C", "H", "C", "C", "H", "F", "H", "H", "N", "H", "C", "N", "O", "C", "N", "H", "C", "C", "N", "H", "H", "N", "C", "C", "C", "H", "C", "H", "S", "C", "C", "H", "H", "F", "C", "C"], "positions_angstrom": [[6.4227, 0.4840, 4.1866], [7.4499, -0.2446, -3.1468], [-0.1929, 2.1268, 7.0792], [3.0751, -4.4351, 2.0857], [0.4781, -3.2526, 2.8557], [-2.5613, -1.9786, -1.7209], [7.8480, 1.5065, -1.0937], [-1.4031, 2.6161, -1.0938], [-0.3915, -2.0829, -2.1381], [-0.5093, -2.4669, -7.1180], [3.2910, -1.3596, 0.8404], [-1.6992, 1.4136, -1.2429], [1.6400, -0.0254, 3.9518], [5.1182, -0.2307, -2.7324], [-1.2066, -3.2126, 1.2211], [2.3921, -0.3588, -2.4515], [-2.0514, 1.3937, 6.3102], [4.9972, -1.0875, -3.7611], [-3.7148, -3.6454, -3.5514], [-0.3456, -4.9542, 0.2016], [-4.1655, -4.3195, -5.8867], [-2.6184, -3.8571, -8.0051], [-4.0603, 0.8329, 5.7898], [-2.9524, 7.9242, -3.6078], [-5.9069, 4.3433, -4.7648], [4.3786, 0.0727, 3.7081], [7.2977, -0.4220, 2.0559], [1.7390, -5.3853, -0.2099], [-1.8387, 4.9194, -2.0727], [-4.3149, 6.0226, -4.1329], [-0.8144, -4.1972, 1.4600], [-1.8640, 2.7995, 8.2627], [-0.4460, -4.3392, -0.6943], [-3.4430, 1.3840, 6.4902], [6.3965, 0.1945, -2.4301], [-2.2109, 3.5883, -1.9614], [-0.9706, -2.3212, -5.0355], [-2.2046, 7.1824, -2.9955], [-5.0998, 2.0489, 7.6545], [-4.0219, 2.0718, 7.5410], [-5.5810, 2.3684, -3.9797], [-3.6163, -1.9589, -1.9274], [-5.2802, 3.5377, -4.0999], [3.9749, 0.1891, -2.0370], [0.4007, -4.0656, 2.2479], [-3.2725, -3.7593, -5.6434], [5.7385, 0.0763, 3.4521], [-1.6253, -2.2622, -2.7085], [-1.8381, -1.6273, -0.6283], [-2.8223, -4.1967, -9.0847], [0.6318, 0.7587, 0.3002], [-2.3631, -3.4416, -6.6492], [-0.5558, 3.1338, -0.3376], [-3.0261, -3.3751, -4.3399], [4.2408, 1.0889, -0.9929], [3.9923, -0.9567, 1.5623], [-2.5984, 5.7658, -2.8624], [-2.0719, 0.1332, 4.6350], [-1.2107, -2.7230, -6.3354], [3.5058, -0.4445, 2.7558], [-0.9712, 5.2684, -1.5306], [5.7076, 2.3865, 0.3315], [-3.6991, 3.3286, 9.2625], [-0.9065, -5.8792, 0.0573], [-0.1694, 0.6678, 5.0621], [-2.1887, -1.2578, 0.3231], [1.4799, -4.5644, 1.6185], [-0.4877, -1.7103, -0.8983], [-1.1524, 7.5261, -2.5009], [6.6051, 1.0844, -1.3988], [1.0514, -5.2404, 0.5089], [5.7302, -1.3503, 0.3739], [0.2119, -0.0815, 4.0789], [-3.3333, 3.1302, -2.6356], [2.0812, -0.4880, 2.8937], [-3.5960, 2.0852, -2.5518], [-1.2359, 3.3540, 8.9509], [-1.5087, 0.7079, 5.2593], [-3.7290, 5.3459, -3.5326], [-3.2423, 2.7895, 8.4425], [-4.0734, 4.0165, -3.3963], [0.5358, -2.2384, -2.6701], [6.2326, -0.4348, 2.2528], [3.9738, 0.4689, 4.6297], [-0.7856, -1.0616, 3.0600], [-1.2642, 2.1159, 7.2176], [5.3577, -0.9515, 1.3101], [-0.0926, -1.7346, -4.7959], [-1.5780, -4.7517, 2.0084], [3.2695, 1.6010, -0.1916], [-1.8759, -2.6537, -4.0298], [5.5136, 1.5312, -0.6837]]}